# 1
{"formula": "C27H24N4O3", "method": "ωB97M-V/def2-TZVPD", "elements": ["C", "H", "H", "H", "H", "H", "N", "N", "O", "C", "C", "C", "C", "H", "H", "H", "C", "H", "C", "C", "H", "C", "H", "H", "H", "C", "C", "C", "C", "C", "C", "H", "C", "C", "H", "C", "H", "C", "N", "H", "O", "H", "C", "N", "O", "H", "C", "C", "C", "C", "C", "H", "H", "C", "C", "H", "H", "H"], "positions_angstrom": [[-3.2677, 1.0851, 2.2841], [-5.3541, -0.0994, 4.6647], [-3.1625, 2.9437, 1.4510], [0.6435, -5.6784, -0.6361], [-2.9744, -2.8940, 3.6124], [2.1936, 1.8250, -6.1088], [-3.1469, -1.0157, 3.1642], [-0.2374, 1.4923, -1.3225], [-1.3442, -3.0972, 2.2438], [-4.6591, 0.6299, 4.0320], [2.7161, -3.0620, -0.7763], [-4.4906, 2.8480, 3.0454], [-3.7456, 2.2379, 1.9579], [3.4812, -5.8939, -0.6911], [-4.6946, -2.2638, 3.6658], [4.0458, 3.4563, 0.6319], [1.1658, -4.7488, -0.3941], [-0.0763, 2.6317, -3.1272], [2.2845, -4.3482, -0.9663], [0.3940, -2.7829, 0.2105], [-3.5152, -1.9288, 4.9895], [4.5342, 2.9535, -1.5172], [-0.2675, 3.6351, -1.6588], [-4.8785, 3.9461, 2.9218], [4.7472, 2.2728, -3.3852], [0.1831, 2.8258, -2.0344], [3.2894, -5.1031, -1.5657], [-0.0766, -3.9607, -0.1640], [-1.2237, 0.4491, 0.5971], [-0.9407, 1.7389, -0.2755], [2.2140, 3.0865, -0.7546], [3.3031, 2.8387, -5.4191], [2.5129, 2.5584, -2.9477], [-2.3808, -1.0808, 2.1599], [0.1288, 0.7036, -1.5727], [-3.6904, -2.1144, 3.7741], [5.5200, 2.9325, -1.2225], [-5.2060, 1.8939, 3.9062], [-0.5695, -0.4562, 0.0508], [1.4094, 3.2476, 0.2179], [1.8563, 2.1345, -4.0678], [4.0595, -4.6068, -1.8678], [-2.2505, 0.5131, 1.5760], [-0.4515, -1.6114, 0.7392], [-1.4228, 3.0761, 0.2379], [2.1158, -1.0810, 0.0183], [3.7883, 3.2973, -0.3898], [1.7113, 2.7987, -1.9936], [2.8008, 1.9983, -5.1763], [-1.4563, -1.8790, 1.7827], [-3.8500, 0.2459, 3.0668], [-0.9866, -4.4128, 0.1702], [3.5991, -2.5240, -1.1047], [3.8053, 2.7042, -2.8728], [1.6388, -2.0163, -0.0562], [3.3724, 1.1554, -5.1978], [2.8651, -5.9069, -2.4635], [-6.0591, 2.4104, 4.5584]], "lowdin_charge": [-0.27, 0.16, 0.08, 0.12, 0.08, 0.11, -0.02, 0.14, -0.05, -0.05, 0.05, -0.01, 0.00, 0.14, 0.07, 0.07, -0.03, 0.14, -0.45, -0.18, 0.17, -0.06, 0.06, 0.13, 0.14, 0.01, -0.07, 0.03, -0.18, -0.20, 0.05, 0.06, -0.40, -0.08, 0.06, -0.03, 0.06, -0.07, 0.10, 0.18, -0.05, 0.00, 0.15, 0.03, -0.19, 0.07, -0.01, -0.23, -0.05, -0.30, -0.19, 0.12, 0.09, 0.00, 0.12, 0.06, 0.17, 0.14], "smiles": "COc1ccccc1CNC(=O)c1nn(-c2ccc(C)cc2)c(=O)c2c1c1ccccc1n2C", "e_tot_ha": -1487.334816, "mol_weight_g_mol": 452.514, "lumo_ev": -0.63}

***

# 2
{"formula": "C27H25AsF4N10O2RhSe", "method": "ωB97M-V/def2-TZVPD", "elements": ["H", "C", "O", "H", "N", "H", "C", "C", "H", "H", "H", "N", "C", "Se", "C", "H", "N", "F", "H", "H", "C", "C", "H", "H", "C", "N", "N", "C", "H", "C", "As", "N", "C", "N", "C", "C", "O", "H", "C", "C", "H", "C", "F", "C", "H", "C", "C", "H", "C", "F", "C", "C", "H", "N", "C", "C", "C", "H", "H", "H", "H", "H", "H", "H", "F", "C", "N", "N", "C", "Rh", "H"], "positions_angstrom": [[1.0590, -0.5312, -1.8113], [-0.7084, -2.9717, -3.2181], [-2.5512, -0.2693, 0.9010], [-5.0381, -2.3417, 0.9066], [3.0489, 3.2981, 3.1565], [-2.5228, -2.2242, -0.5339], [5.6769, 1.2465, 1.3735], [-3.2816, 3.7126, -0.2160], [-0.4532, -3.9054, -3.7209], [-1.9481, -1.6760, 3.6298], [-2.4477, -1.3631, -2.0811], [0.5257, -2.2981, -2.8042], [5.4673, -0.9280, -0.3580], [-4.1534, 1.3637, -1.0396], [7.9244, -2.3578, -1.1070], [-1.8554, 4.5917, 1.1160], [-0.6899, -1.2992, -0.9369], [7.9611, 1.1072, 1.3690], [2.1378, -2.6807, -1.5265], [1.4822, -4.1030, -2.3503], [-2.7528, 6.0284, -0.2010], [0.1568, -1.0607, -2.1214], [-0.3952, -0.4265, -2.8187], [-1.2456, -2.3321, -3.9205], [6.7996, 0.6356, 0.9641], [0.8067, 0.8047, 0.7122], [7.9259, -3.2856, -1.7828], [4.3540, -0.3090, 0.0551], [-0.6031, -2.4131, 0.8274], [-0.8365, -4.1144, -1.1428], [-3.6454, -0.6783, 2.1000], [0.3948, -3.4702, -0.6757], [1.2198, -3.1687, -1.8524], [-1.5811, -3.2672, -2.0768], [-2.5572, 4.7495, 0.3112], [-3.6799, 6.2657, -1.2098], [-0.5231, 2.9386, 0.4742], [-1.4704, -4.3363, -0.2807], [9.2350, -0.8392, 0.1951], [0.0357, -2.2067, -0.0360], [-3.5559, -2.3693, 3.9639], [3.2096, 1.3894, 1.4272], [5.3559, -1.9394, -1.1966], [7.9218, -1.2005, -0.2576], [-3.8081, 7.2683, -1.5934], [-4.0678, 0.7733, 3.2315], [6.7925, -0.5293, 0.0919], [-2.6312, -2.9023, 2.5346], [-1.8951, -2.0139, -1.3993], [5.7690, 2.2987, 2.1695], [-4.2356, 3.9316, -1.2278], [4.3562, 0.8038, 0.9740], [-3.2653, 1.3926, 3.6084], [-3.2932, 2.3303, 0.3579], [-2.8635, -2.0590, 3.1835], [-4.4327, 5.2263, -1.7247], [1.8886, 0.9950, 1.0374], [-0.5812, -5.0531, -1.6364], [-4.0560, 2.5925, 1.0041], [-5.1585, 5.3737, -2.5122], [-5.6547, -0.6941, 0.6111], [-5.0373, 0.8403, 3.7050], [-5.9916, -1.5165, 2.1624], [0.9442, -1.7149, 0.3123], [3.1746, -0.7355, -0.3896], [3.1680, 2.4707, 2.3693], [10.2843, -0.5701, 0.5750], [-4.9047, 2.8452, -1.7170], [-5.2639, -1.3804, 1.3639], [-1.2691, 1.4152, 0.5025], [-2.1705, 6.8466, 0.1999]], "mulliken_spin": [0.00, 0.00, -0.01, 0.00, 0.01, -0.01, 0.01, 0.14, 0.00, 0.00, 0.01, 0.00, -0.01, 0.18, 0.00, 0.00, 0.00, 0.00, 0.00, 0.00, 0.17, 0.00, 0.00, 0.00, -0.01, 0.03, -0.01, 0.01, 0.00, 0.00, 0.05, 0.00, 0.00, 0.00, -0.08, -0.08, 0.90, 0.00, 0.00, 0.00, 0.00, 0.03, 0.00, -0.02, 0.00, 0.86, 0.01, 0.00, -0.01, 0.00, 0.00, -0.01, 0.02, -0.01, 0.04, 0.15, -0.04, 0.00, -0.01, 0.00, -0.01, 0.01, 0.00, 0.00, 0.00, 0.00, -0.01, 0.55, 0.02, 1.09, 0.01], "s_squared": 6.05, "total_charge": 1, "e_tot_ha": -6888.538512, "multiplicity": 5, "mol_weight_g_mol": 854.345, "lumo_ev": [-5.65, -5.67]}

***

# 3
{"formula": "C27H25AsN8O8S2W", "method": "ωB97M-V/def2-TZVPD", "elements": ["H", "C", "N", "C", "C", "O", "C", "H", "H", "C", "C", "H", "H", "C", "H", "C", "H", "W", "S", "H", "H", "C", "O", "N", "N", "H", "O", "C", "C", "H", "C", "H", "C", "C", "As", "N", "C", "C", "N", "H", "H", "O", "H", "H", "S", "H", "N", "C", "H", "O", "H", "C", "O", "O", "H", "H", "O", "N", "C", "C", "C", "C", "C", "C", "H", "H", "H", "C", "C", "C", "H", "N"], "positions_angstrom": [[3.4826, -4.4215, -3.2785], [-5.7535, 1.9832, 1.9717], [-1.4587, -1.2664, -1.7546], [-3.1765, -0.3483, 0.4879], [0.9396, 5.3453, 2.5582], [3.7000, -1.8372, 0.3792], [4.9698, -5.2068, -0.3306], [2.3002, 1.2988, 0.6706], [1.5207, 5.9264, 1.8330], [-4.3875, 0.1361, 0.9160], [4.5213, -5.3645, -1.6359], [-5.8243, 3.0976, 3.5849], [-6.3118, 1.2458, 2.5539], [4.7079, -4.0358, 0.3632], [5.0905, -3.8874, 1.3665], [-1.7824, -2.5582, -1.9074], [-1.4650, -3.5254, 0.7028], [-0.0132, -0.5465, 0.0570], [1.4594, -1.5688, -2.0285], [2.7777, 3.5638, 1.5588], [-1.0595, 3.8528, -3.2426], [-1.4921, 0.9414, -2.5365], [0.8311, -2.3271, -0.8345], [-0.6392, 1.2600, -1.5265], [-2.0214, 0.3284, 0.6256], [-2.8993, -4.0208, -3.0098], [1.4455, -0.8360, 1.3187], [-2.6389, -2.9752, -2.9075], [3.5494, -3.1891, -1.5437], [-2.1774, -4.4920, 3.0532], [-1.7447, -3.5281, 2.8444], [-3.2704, 3.0311, 2.1950], [-4.4409, 1.3866, 1.5325], [-1.3832, -3.0144, 1.6459], [2.7271, -1.8415, 1.8980], [-1.0536, 2.9427, -2.8059], [3.8150, -4.3447, -2.2516], [-3.2518, 2.0703, 1.7014], [0.2692, 1.4189, 0.9900], [5.5430, -5.9911, 0.1445], [-3.2144, -0.1509, -4.3895], [1.5768, -0.2054, -1.3509], [-5.2806, -0.4570, 0.7688], [-0.3341, -0.3801, 3.2125], [-1.3658, -2.4219, 4.0874], [-1.4133, 4.0434, 2.2497], [-3.1784, -2.1260, -3.7826], [3.9800, -3.0182, -0.2401], [0.2716, 3.1663, -1.1439], [1.8438, -3.3752, 1.6948], [-1.3102, -3.2622, -1.2413], [1.7609, 3.1940, 1.5365], [-5.5704, 3.1932, 2.6627], [-0.3033, 5.9433, 2.8333], [1.5527, 5.2422, 3.4614], [2.2658, -4.1079, 2.1605], [2.9338, -2.1152, -2.2130], [-0.8375, -1.7563, 1.7060], [-0.7685, -1.3316, 2.9480], [1.5100, 1.9343, 1.0444], [-0.5775, 3.4458, 1.9178], [0.7001, 3.9741, 1.9972], [-1.9617, -0.4250, -2.6640], [-0.3817, 2.5364, -1.7262], [-0.1676, 6.8045, 3.2409], [-6.3423, 2.1828, 1.0702], [-3.1094, -1.3187, 0.0207], [-2.8226, -0.8590, -3.6692], [-0.7607, 2.1696, 1.4080], [-2.0621, 1.5221, 1.2483], [4.7397, -6.2714, -2.1817], [-1.7754, 1.9420, -3.3313]], "lowdin_charge": [0.13, -0.19, -0.01, -0.09, -0.19, -0.29, -0.06, 0.12, 0.14, 0.03, -0.06, 0.11, 0.14, -0.02, 0.12, -0.10, 0.10, 1.68, 0.90, 0.14, 0.18, -0.29, -0.54, 0.05, -0.03, 0.13, -0.72, -0.06, -0.22, 0.09, -0.33, 0.13, -0.14, -0.21, 1.22, 0.08, 0.01, 0.08, -0.05, 0.12, 0.13, -0.53, 0.14, 0.09, 1.13, 0.12, 0.13, -0.32, 0.15, -0.33, 0.09, 0.03, -0.03, -0.04, 0.15, 0.05, -0.22, -0.19, -0.46, -0.09, 0.08, -0.15, -0.18, -0.08, 0.11, 0.15, 0.10, -0.02, -0.20, -0.18, 0.11, 0.17], "total_charge": 2, "e_tot_ha": -5182.726317, "mol_weight_g_mol": 912.441, "lumo_ev": [-6.18, -6.27]}